Molecular formula: C59H70N3O13
Method: DFT, ωB97M-V/def2-TZVPD

Calculated values
**Total charge**: +1
**Kohn-Sham gap**: 7.6 eV

Atoms and positions in Å:
C: 3.03514 -0.60056 -1.61841
C: 3.74247 0.34454 -1.57628
C: 4.58147 1.56006 -1.56604
C: 3.69746 2.81756 -1.59070
N: 4.44365 4.02062 -1.24557
C: 3.55489 5.16257 -1.03419
C: 2.13746 5.05940 -1.64267
C: 1.56282 6.42576 -2.01813
C: 0.28701 6.39182 -2.86190
C: -0.88826 5.57941 -2.29437
C: -1.80107 5.05922 -3.41866
N: -3.14450 4.65254 -3.05263
N: 2.06126 4.16474 -2.85633
C: 2.99667 2.96069 -2.93754
C: 3.89282 3.11819 -4.18143
C: 3.33089 2.37356 -5.39730
C: 1.91625 2.84310 -5.79808
C: 0.76276 1.97564 -5.27362
C: -0.54289 2.12282 -6.05555
C: -1.71406 1.37425 -5.38703
C: -2.74039 2.27810 -4.67308
C: -2.53878 2.36539 -3.15162
C: -2.67015 1.02924 -2.39003
C: -4.00785 0.84455 -1.64363
C: -3.78597 0.38606 -0.20996
O: -5.02649 0.14360 0.41062
C: -4.89219 -0.29478 1.75526
H: 2.44683 -1.49820 -1.63062
H: 5.20643 1.60496 -0.66674
H: 5.26284 1.52452 -2.42242
H: 2.93214 2.67264 -0.81587
H: 5.12238 4.22166 -1.97257
H: 3.39292 5.29875 0.04310
H: 4.05215 6.07132 -1.38941
H: 1.47518 4.59456 -0.90877
H: 2.33113 6.98669 -2.56961
H: 1.39526 6.97125 -1.08071
H: 0.52210 6.01475 -3.87109
H: -0.03754 7.42567 -3.02413
H: -0.52746 4.74071 -1.68363
H: -1.49804 6.21621 -1.64403
H: -1.88469 5.85112 -4.17431
H: -1.30909 4.21241 -3.92406
H: -3.76045 5.44677 -2.93868
H: -3.17278 4.09528 -2.20850
H: 1.10108 3.81588 -2.90496
H: 2.17904 4.72109 -3.70390
H: 2.34922 2.09174 -3.09133
H: 4.00110 4.18185 -4.44402
H: 4.90860 2.76813 -3.96474
H: 4.01824 2.52663 -6.23168
H: 3.31451 1.29964 -5.17014
H: 1.76064 3.88492 -5.48524
H: 1.84930 2.86934 -6.89219
H: 0.53856 2.21244 -4.21985
H: 1.08115 0.92473 -5.28239
H: -0.38402 1.73333 -7.06773
H: -0.77901 3.18918 -6.15978
H: -1.28145 0.68160 -4.65537
H: -2.21320 0.74556 -6.12990
H: -2.65060 3.29289 -5.07786
H: -3.76539 1.95704 -4.88808
H: -3.26368 3.07572 -2.73995
H: -1.54208 2.79874 -2.96869
H: -2.55436 0.19705 -3.09283
H: -1.84913 0.93673 -1.66845
H: -4.63283 0.08887 -2.13519
H: -4.59107 1.77048 -1.62709
H: -3.22146 1.15384 0.34791
H: -3.17612 -0.53386 -0.19578
H: -4.81616 0.56364 2.43404
H: -3.99892 -0.91309 1.86073
H: -5.78456 -0.87652 2.00327
C: -4.67140 -4.62490 4.45332
C: -3.78070 -3.73172 4.03378
C: -3.37172 -3.66067 2.61341
O: -2.55930 -2.84318 2.22624
C: -4.00067 -4.61513 1.66730
C: -4.89535 -5.50721 2.08085
C: -5.29635 -5.58531 3.50979
O: -6.09603 -6.41262 3.88988
H: -4.97746 -4.68716 5.48905
H: -3.31142 -3.02383 4.70616
H: -3.68648 -4.53822 0.63405
H: -5.36631 -6.21724 1.41294
C: 5.41143 3.34584 -9.21097
C: 6.42549 3.15290 -10.04971
C: 7.62782 4.02822 -10.01854
O: 8.55022 3.85493 -10.77957
C: 7.65024 5.12553 -9.01461
C: 6.63430 5.31463 -8.17726
C: 5.44033 4.43770 -8.20935
O: 4.51326 4.60691 -7.43846
H: 4.52410 2.72513 -9.21722
H: 6.43109 2.36333 -10.79009
H: 8.53405 5.75049 -9.01357
H: 6.62546 6.10820 -7.44091
C: -2.89505 -3.61080 9.47029
C: -1.74374 -3.91891 10.06149
C: -0.69273 -4.68662 9.34361
O: 0.35723 -4.97094 9.87551
C: -0.97505 -5.09914 7.94216
C: -2.12606 -4.78744 7.35329
C: -3.17256 -4.01851 8.07506
O: -4.22337 -3.75366 7.52503
H: -3.67311 -3.05427 9.97551
H: -1.52060 -3.62407 11.07816
H: -0.19436 -5.65986 7.44293
H: -2.35619 -5.06608 6.33038
C: -3.22382 0.72114 11.59446
C: -4.02902 1.75414 11.82434
C: -5.23440 1.61606 12.68318
O: -5.96799 2.55605 12.88964
C: -5.50339 0.28024 13.27657
C: -4.69732 -0.75226 13.04578
C: -3.49650 -0.61158 12.18640
O: -2.76090 -1.55358 11.97246
H: -2.33981 0.79419 10.97384
H: -3.85424 2.73703 11.40595
H: -6.38555 0.20584 13.89939
H: -4.87057 -1.73471 13.46617
C: 5.07149 -3.35837 -2.30395
C: 5.77798 -2.48917 -3.01904
C: 6.51029 -2.91103 -4.23965
O: 7.14219 -2.10933 -4.89393
C: 6.43028 -4.34151 -4.62794
C: 5.72532 -5.21278 -3.91071
C: 4.98610 -4.79006 -2.69325
O: 4.33174 -5.57511 -2.04421
H: 4.53097 -3.07430 -1.41001
H: 5.85134 -1.44234 -2.75444
H: 6.97454 -4.62330 -5.52019
H: 5.64979 -6.26027 -4.17287
C: -1.86098 -9.07602 3.80732
C: -1.72206 -10.28077 4.35368
C: -2.06070 -10.52633 5.78086
O: -1.93026 -11.62183 6.27725
C: -2.56502 -9.37408 6.57373
C: -2.70398 -8.17141 6.02348
C: -2.36204 -7.92925 4.60178
O: -2.48353 -6.82391 4.11149
H: -1.61911 -8.87073 2.77225
H: -1.35871 -11.13604 3.79856
H: -2.80792 -9.57723 7.60889
H: -3.08034 -7.32048 6.57487

Forces on the atoms, in the same order (eV/Å):
-1.28 -1.91 -0.02
1.46 1.94 0.00
-0.21 -0.22 0.16
0.29 -0.04 0.13
-0.24 -0.16 -0.31
0.05 0.22 0.14
-0.08 0.15 0.18
0.15 0.18 0.08
-0.16 -0.04 -0.11
-0.16 0.22 -0.10
0.29 0.47 -0.23
-0.56 3.48 0.23
-0.10 -0.24 -0.03
-0.05 -0.24 -0.21
0.08 0.05 0.06
-0.04 0.11 0.13
-0.04 -0.20 -0.20
0.09 0.08 0.12
0.06 -0.08 -0.01
0.00 -0.05 0.01
0.12 0.02 0.14
0.01 -2.30 0.40
0.02 -0.17 -0.28
-0.08 -0.24 0.07
0.08 -0.02 0.04
-0.03 -0.06 -0.05
-0.06 0.14 -0.23
0.10 0.34 -0.01
-0.19 -0.07 -0.11
-0.04 0.07 0.12
0.11 0.02 -0.08
0.00 0.03 0.08
0.07 0.03 -0.14
-0.09 -0.15 -0.01
0.12 -0.10 -0.12
-0.10 -0.07 0.10
0.01 -0.08 -0.16
-0.02 0.06 0.10
0.06 -0.17 -0.03
-0.19 -0.01 0.04
0.20 -0.13 0.10
-0.10 -0.10 0.10
0.00 0.59 0.01
0.09 0.37 0.01
0.17 2.09 0.53
-0.01 0.09 -0.10
0.10 0.02 0.05
0.07 0.13 0.10
0.02 -0.10 0.08
-0.20 0.02 -0.03
-0.09 -0.03 0.11
0.00 0.11 -0.09
0.01 0.03 -0.21
0.03 0.00 0.16
0.05 -0.11 -0.03
-0.12 0.11 0.03
0.03 0.14 0.09
-0.02 -0.08 -0.06
-0.11 -0.07 -0.11
0.02 0.13 0.07
-0.25 -0.22 -0.07
0.13 -0.05 0.09
0.50 -3.60 -1.16
-0.20 -0.51 0.18
0.12 -0.02 0.19
-0.06 -0.02 -0.04
0.07 0.19 0.04
0.04 -0.02 -0.02
-0.02 -0.03 -0.04
-0.05 0.12 -0.01
0.01 -0.07 -0.01
-0.05 -0.08 0.11
0.15 0.11 0.01
-0.09 0.06 -0.06
-0.01 0.03 0.02
0.00 -0.04 -0.02
0.04 0.00 0.00
-0.02 -0.03 0.00
0.02 0.04 0.00
0.10 -0.07 0.00
0.00 -0.01 0.01
-0.01 0.00 0.01
-0.01 0.01 0.00
0.01 0.01 0.00
-0.02 0.00 0.01
0.01 0.00 -0.01
-0.02 0.00 0.01
-0.02 0.00 0.01
0.01 0.00 -0.01
-0.01 0.01 0.01
0.01 0.00 -0.01
-0.01 0.03 -0.04
0.01 -0.02 0.08
-0.01 0.01 0.00
0.01 0.00 -0.01
0.01 -0.01 -0.01
-0.01 0.00 0.00
0.00 0.02 -0.01
0.02 -0.02 -0.03
-0.02 -0.02 0.00
0.01 0.01 0.01
-0.03 0.00 0.00
0.07 0.06 0.00
0.00 -0.15 -0.10
-0.02 0.11 0.09
0.00 0.01 0.00
0.00 0.02 0.00
0.01 0.01 0.01
0.01 0.00 0.00
-0.01 0.03 0.00
0.01 -0.02 -0.01
0.01 -0.02 0.00
-0.01 0.01 0.00
0.01 -0.01 0.00
-0.01 0.01 0.01
0.01 0.01 0.02
-0.03 -0.02 -0.02
0.01 -0.02 0.01
-0.01 0.01 0.01
0.00 0.01 0.00
0.01 0.00 0.00
0.02 0.01 0.01
-0.02 -0.05 0.01
0.00 0.02 0.00
-0.01 0.01 -0.02
0.00 -0.01 0.01
0.01 0.02 -0.01
0.00 0.01 -0.01
-0.01 0.00 -0.01
0.01 -0.03 0.02
0.00 0.01 -0.01
0.01 0.01 0.00
-0.01 0.00 0.01
-0.01 -0.02 0.00
0.00 0.02 -0.01
0.00 0.02 0.00
0.00 -0.01 0.00
0.03 0.01 -0.03
-0.06 -0.08 0.02
0.01 0.00 0.03
0.04 0.00 -0.01
-0.01 0.01 0.00
0.00 -0.01 0.01
-0.01 -0.02 -0.01
-0.01 0.01 0.01